Entry 1:
{"formula": "C6H10O", "method": "ωB97M-V/def2-TZVPD", "elements": ["O", "C", "C", "C", "C", "C", "C", "H", "H", "H", "H", "H", "H", "H", "H", "H", "H"], "xyz": [[2.5161, -0.5422, 1.3555], [1.2764, -0.7814, 1.4499], [0.5029, -1.3650, 0.2679], [-0.9527, -0.7570, -0.1760], [-0.9422, 0.6764, -0.6740], [-0.6858, 1.7066, 0.1582], [-1.4699, 1.0630, -2.1363], [0.7704, -0.4294, 2.3507], [1.1863, -1.2424, -0.7013], [0.3497, -2.5150, 0.4105], [-1.4799, -0.7917, 0.7661], [-1.5553, -1.3808, -0.8631], [-0.3237, 2.7108, -0.2208], [-0.5461, 1.4835, 1.2332], [-1.1077, 2.0867, -2.4326], [-2.5548, 1.0352, -1.9892], [-1.2393, 0.1252, -2.7358]], "forces_ev_per_a": [[-4.178, -1.116, 0.426], [3.697, 1.455, -1.640], [-0.068, -1.108, -3.303], [0.720, -0.052, 1.020], [-0.459, 2.085, -0.590], [1.332, -0.302, -0.156], [1.071, -2.151, 1.856], [-0.352, -0.334, 0.238], [-1.106, -0.418, 2.296], [0.328, 1.992, -0.051], [-0.637, 0.190, 0.309], [0.898, -0.150, 0.260], [-1.153, -1.141, 0.555], [0.148, 0.368, -0.615], [-0.306, -1.433, -0.075], [0.062, 0.355, -0.341], [0.004, 1.759, -0.188]], "lowdin_charge": [-0.01, -0.23, -0.14, -0.17, -0.36, 0.01, -0.06, 0.11, 0.15, 0.13, 0.09, 0.11, 0.08, 0.06, 0.08, 0.07, 0.08], "orbital_gap_ev": 9.99, "charge": 0, "homo_ha": -0.341, "max_force_ha_per_bohr": 0.0845}

***

Entry 2:
{"formula": "C6H10O", "method": "ωB97M-V/def2-TZVPD", "elements": ["C", "C", "C", "C", "C", "C", "O", "H", "H", "H", "H", "H", "H", "H", "H", "H", "H"], "xyz": [[-2.8226, 0.0227, 0.5462], [-2.0793, -0.8089, -0.0876], [0.0801, 0.1656, -0.1183], [-0.1982, 1.3003, -0.7372], [2.5710, -0.5441, -0.2294], [1.3363, -0.1569, 0.7096], [-0.7412, -0.9924, -0.2740], [-3.8555, -0.0523, 0.3431], [-2.6180, -1.5601, -0.6917], [-1.1556, 1.3101, -1.3449], [0.5139, 2.0503, -0.7415], [-2.3802, 0.9757, 1.0731], [3.4727, -0.3594, 0.4360], [2.5862, 0.3485, -0.8789], [2.5726, -1.4818, -0.6045], [1.6175, 0.7789, 1.3311], [1.1004, -0.9961, 1.2688]], "forces_ev_per_a": [[1.020, 4.424, 2.236], [0.417, -3.197, -2.656], [0.671, -1.078, 0.471], [-2.429, -2.073, -0.855], [0.170, 5.554, 3.590], [0.601, 2.133, -1.931], [0.403, 1.628, 0.769], [-0.979, 0.023, 0.321], [0.447, 0.090, 0.408], [1.467, 0.470, 0.746], [0.933, 1.649, 0.043], [-1.119, -2.097, -0.904], [-0.782, -0.705, -0.823], [0.311, -1.079, -0.674], [-0.218, -2.697, -1.565], [-0.464, -1.751, -0.877], [-0.448, -1.293, 1.700]], "lowdin_charge": [-0.01, -0.28, -0.34, 0.06, -0.06, -0.16, -0.04, 0.04, 0.13, 0.11, 0.04, 0.11, 0.09, 0.07, 0.02, 0.14, 0.07], "orbital_gap_ev": 9.96, "charge": 0, "homo_ha": -0.326, "max_force_ha_per_bohr": 0.1287}

***

Entry 3:
{"formula": "C6H10O", "method": "ωB97M-V/def2-TZVPD", "elements": ["O", "C", "C", "C", "C", "C", "C", "H", "H", "H", "H", "H", "H", "H", "H", "H", "H"], "xyz": [[-0.2799, 2.2413, 1.9376], [-1.1569, 1.4102, 1.9392], [-1.1084, 0.1322, 1.1328], [0.3066, -0.1715, 0.6346], [0.3554, -1.0779, -0.5793], [-0.1528, -0.5180, -1.8822], [1.3161, -0.7657, -1.6901], [-2.0729, 1.5857, 2.5405], [-1.5488, -0.6814, 1.7272], [-1.7821, 0.2889, 0.2748], [0.8861, -0.5992, 1.4621], [0.7732, 0.7943, 0.3979], [0.1619, -2.1366, -0.3961], [-0.6974, -1.1452, -2.5822], [-0.4873, 0.5181, -1.8718], [1.7648, -1.6011, -2.2176], [1.9618, 0.1021, -1.5803]], "forces_ev_per_a": [[-0.334, -0.276, 0.074], [0.216, 0.240, -0.011], [0.079, 0.023, -0.002], [-0.017, 0.040, 0.037], [-0.180, 0.016, 0.092], [-0.130, 0.088, -0.147], [0.213, -0.040, -0.023], [0.019, -0.074, -0.074], [0.083, 0.145, -0.144], [0.032, -0.045, 0.161], [0.009, 0.067, -0.166], [-0.032, -0.261, -0.038], [0.019, 0.265, -0.048], [0.081, 0.014, 0.210], [0.085, -0.163, 0.007], [-0.052, 0.136, 0.028], [-0.091, -0.174, 0.043]], "lowdin_charge": [0.04, -0.26, -0.16, -0.18, -0.31, -0.13, -0.13, 0.12, 0.12, 0.12, 0.12, 0.11, 0.14, 0.10, 0.10, 0.10, 0.10], "orbital_gap_ev": 10.85, "charge": 0, "homo_ha": -0.359, "max_force_ha_per_bohr": 0.0085}